No. 1
# C32H58BI3NO9P2

A cluster of 5 separate species, C32H58BI3NO9P2 in total in a non-equilibrium geometry (ωB97M-V/def2-TZVPD, OMol25).

Cartesian coordinates (Å):
1 C -2.5342 -3.5464 4.6338
2 C -2.2357 -2.4179 3.5853
3 I -2.8051 -0.4300 4.1819
4 C -1.6469 -2.6551 2.3791
5 I -1.1013 -4.7320 1.9736
6 P -1.2888 -1.3432 1.0514
7 I -2.6610 -2.8723 -0.4633
8 O 0.0727 -2.2164 0.3619
9 C 1.1317 -1.2727 0.3582
10 P 2.8151 -1.9389 -0.1970
11 N 3.1107 -3.4199 0.3348
12 C 1.1186 -0.4212 1.7211
13 C 1.7124 -1.3459 2.8551
14 B 2.2838 -0.5662 4.1330
15 O 1.5322 -0.0485 5.1932
16 O 3.7005 -0.3826 4.2072
17 C 1.8648 0.9045 1.3230
18 C 1.0066 2.2163 1.5838
19 C 1.8757 3.5267 1.4948
20 O -0.1986 2.2700 0.8334
21 C 0.0137 2.2487 -0.5708
22 C -0.8955 3.2201 -1.3553
23 C -1.6808 2.6703 -2.4689
24 C -2.5815 3.4379 -3.3294
25 C -2.7224 4.8643 -3.0793
26 C -1.9132 5.4322 -1.9715
27 C -1.0143 4.6474 -1.0983
28 O -0.2651 -0.3655 2.0364
29 H -1.6050 -4.0726 4.9371
30 H -3.2493 -4.2532 4.1521
31 H -3.0713 -3.1153 5.5149
32 H -2.4954 -0.6001 1.2973
33 H -1.2004 -0.5077 -0.1295
34 H 0.8493 -0.6646 -0.5559
35 H 3.7944 -0.9793 0.2112
36 H 2.7883 -1.9358 -1.6190
37 H 3.2048 -3.9772 -0.5170
38 H 0.8592 -1.9753 3.2179
39 H 2.4979 -2.0641 2.5165
40 H 2.1673 0.4826 5.7013
41 H 4.0487 -0.5733 3.3259
42 H 2.8272 1.0730 1.8653
43 H 2.1452 0.8168 0.2418
44 H 0.6935 2.1340 2.6565
45 H 2.7486 3.3718 2.1771
46 H 1.2663 4.3326 1.9787
47 H 2.1761 3.8028 0.4632
48 H 1.0929 2.3632 -0.8545
49 H -0.2639 1.2165 -0.9199
50 H -1.5894 1.5839 -2.6634
51 H -3.1175 2.8842 -4.1300
52 H -3.4085 5.4517 -3.7123
53 H -2.0230 6.5272 -1.8128
54 H -0.4489 5.1252 -0.2748
55 C 1.8060 7.1090 -5.4010
56 C 0.6433 6.2266 -4.9957
57 C 1.3150 5.0973 -4.2735
58 O 2.4950 5.6434 -3.6629
59 C 2.7275 6.9553 -4.1990
60 H 1.5323 8.1458 -5.6000
61 H 2.2829 6.7052 -6.2992
62 H -0.0117 6.7654 -4.3050
63 H 0.0453 5.8888 -5.8422
64 H 1.6305 4.3085 -4.9654
65 H 0.6561 4.6714 -3.5147
66 H 2.4812 7.6830 -3.4174
67 H 3.7824 7.0669 -4.4578
68 C 3.6584 -7.5784 -2.4826
69 C 5.1655 -7.6801 -2.6274
70 C 5.5940 -6.2319 -2.4635
71 O 4.6421 -5.6150 -1.5913
72 C 3.5178 -6.4919 -1.4307
73 H 3.1799 -8.5142 -2.1936
74 H 3.2161 -7.2454 -3.4262
75 H 5.5766 -8.2860 -1.8146
76 H 5.4889 -8.1155 -3.5737
77 H 5.5695 -5.6991 -3.4210
78 H 6.5948 -6.1358 -2.0379
79 H 3.5591 -6.9094 -0.4198
80 H 2.5917 -5.9247 -1.5341
81 C -4.6788 -1.2417 -6.4300
82 C -3.1792 -1.3755 -6.6228
83 C -2.7098 0.0567 -6.4354
84 O -3.6216 0.6735 -5.5187
85 C -4.7611 -0.1809 -5.3468
86 H -5.1711 -2.1731 -6.1507
87 H -5.1407 -0.8734 -7.3513
88 H -2.7601 -2.0119 -5.8389
89 H -2.8950 -1.7933 -7.5890
90 H -2.7490 0.6154 -7.3775
91 H -1.6952 0.1170 -6.0378
92 H -4.6998 -0.6270 -4.3492
93 H -5.6755 0.4120 -5.4068
94 C -2.8187 0.2957 9.8461
95 C -1.9307 -0.0845 8.6741
96 C -2.4774 -1.4490 8.2982
97 O -3.8729 -1.4408 8.6299
98 C -4.1576 -0.2866 9.4256
99 H -2.8623 1.3688 10.0355
100 H -2.4649 -0.1981 10.7563
101 H -2.0816 0.6182 7.8499
102 H -0.8678 -0.1035 8.9148
103 H -1.9979 -2.2446 8.8799
104 H -2.3536 -1.6709 7.2376
105 H -4.7202 0.4200 8.8053
106 H -4.7787 -0.5727 10.2771

* net charge: -1
* total energy: -97596.9121 eV
* lowest unoccupied orbital energy: 0.0835 hartree
* Kohn-Sham gap: 6.85 eV

=====

No. 2
# C32H58F6MgN6O5P

A structure of composition C32H58F6MgN6O5P in a non-equilibrium geometry (ωB97M-V/def2-TZVPD, OMol25).

Cartesian coordinates (Å):
1 Mg -5.3924 -9.2466 -19.4333
2 P -5.5572 -6.2094 -17.4274
3 F -5.0879 -7.0157 -16.0807
4 F -7.0767 -6.5868 -17.0324
5 F -5.4582 -4.8519 -16.5824
6 F -5.9109 -5.3286 -18.6954
7 F -3.9557 -6.1679 -17.8178
8 F -5.5103 -7.6148 -18.2910
9 C -1.7690 -10.9379 -17.0388
10 C -2.9171 -10.4647 -17.8314
11 N -3.7583 -10.0277 -18.4679
12 H -2.0723 -11.0252 -15.9954
13 H -0.9463 -10.2368 -17.1657
14 H -1.5558 -11.9514 -17.3776
15 C -3.2198 -8.4539 -14.3767
16 C -2.0030 -8.8718 -13.7086
17 N -1.0602 -9.2886 -13.1996
18 H -3.0819 -8.5746 -15.4502
19 H -3.3964 -7.4144 -14.1108
20 H -4.0129 -9.1338 -14.0667
21 C -7.3440 -7.2454 -13.3298
22 C -7.4428 -5.8910 -12.7906
23 N -7.5562 -4.8264 -12.3793
24 H -6.2854 -7.3880 -13.5455
25 H -7.9577 -7.3217 -14.2264
26 H -7.6990 -8.0223 -12.6554
27 C -9.2378 -7.3440 -21.4508
28 C -8.0837 -7.9380 -20.8196
29 N -7.1417 -8.3616 -20.3336
30 H -10.0039 -6.8693 -20.8339
31 H -9.7978 -8.0698 -22.0471
32 H -8.8359 -6.6633 -22.2058
33 C -7.5880 -2.3568 -16.3327
34 C -8.8819 -1.9175 -15.8601
35 N -9.9041 -1.5688 -15.4792
36 H -6.8386 -1.7073 -15.8801
37 H -7.5194 -2.3086 -17.4214
38 H -7.3258 -3.3959 -16.1345
39 C -8.7441 -10.2442 -16.3791
40 C -7.5397 -10.0871 -17.1465
41 N -6.5889 -9.9620 -17.7622
42 H -8.8472 -9.3121 -15.8194
43 H -8.7011 -11.0970 -15.7025
44 H -9.5808 -10.4355 -17.0508
45 C -2.5052 -2.9801 -21.0412
46 C -3.3578 -2.8235 -19.7439
47 C -2.3481 -2.8797 -18.6224
48 O -1.0667 -2.6141 -19.1838
49 C -1.0609 -3.0853 -20.5399
50 H -2.7543 -2.1502 -21.6967
51 H -2.7830 -3.8877 -21.5839
52 H -4.2421 -3.4598 -19.7109
53 H -3.8103 -1.8398 -19.8991
54 H -2.2637 -3.8710 -18.1601
55 H -2.6123 -2.1758 -17.8333
56 H -0.6215 -4.0839 -20.6229
57 H -0.3759 -2.3839 -21.0199
58 C 0.2037 -6.1805 -17.5060
59 C 1.4936 -6.7811 -17.9791
60 C 1.0456 -7.8931 -18.9788
61 O -0.2350 -8.2754 -18.4739
62 C -0.8899 -7.0412 -18.1580
63 H 0.0423 -5.1145 -17.6634
64 H 0.0616 -6.2893 -16.4306
65 H 2.0334 -7.2989 -17.1880
66 H 2.1597 -6.1016 -18.5114
67 H 1.7741 -8.6993 -18.9651
68 H 0.7797 -7.5060 -19.9734
69 H -1.7315 -7.3353 -17.5262
70 H -1.3926 -6.6082 -19.0375
71 C -1.8680 -2.3053 -14.3946
72 C -0.3862 -2.3303 -14.0894
73 C 0.0647 -3.2351 -15.2381
74 O -0.9522 -4.2526 -15.3545
75 C -2.1907 -3.7303 -14.8540
76 H -2.1273 -1.6126 -15.1927
77 H -2.4888 -2.1663 -13.5042
78 H -0.1465 -2.8207 -13.1484
79 H 0.0519 -1.3363 -14.1442
80 H 0.9981 -3.7692 -15.0456
81 H 0.1932 -2.7712 -16.2207
82 H -2.5773 -4.3547 -14.0446
83 H -2.9903 -3.6366 -15.5966
84 C -9.6217 -3.3270 -19.4276
85 C -9.5395 -4.4889 -18.4553
86 C -10.9258 -5.0436 -18.6179
87 O -11.2623 -4.9251 -20.0193
88 C -10.4331 -3.9040 -20.6030
89 H -8.6536 -2.8708 -19.6412
90 H -10.2090 -2.5066 -19.0090
91 H -9.3296 -4.2047 -17.4250
92 H -8.7572 -5.1909 -18.7575
93 H -11.6382 -4.4509 -18.0376
94 H -11.0456 -6.0740 -18.2784
95 H -10.9211 -2.9959 -20.9677
96 H -9.8414 -4.2481 -21.4538
97 C -3.6536 -6.7827 -22.3610
98 C -2.5081 -7.7726 -22.1516
99 C -2.9837 -8.7989 -21.1157
100 O -4.2112 -8.1510 -20.5745
101 C -4.2486 -6.7681 -20.9596
102 H -4.4089 -7.1347 -23.0630
103 H -3.1806 -5.8675 -22.7075
104 H -1.7082 -7.2543 -21.6102
105 H -2.0751 -8.1351 -23.0811
106 H -2.2519 -9.0739 -20.3657
107 H -3.4365 -9.6486 -21.6343
108 H -3.7340 -6.1625 -20.2113
109 H -5.2653 -6.3763 -20.9511

* net charge: +1
* total energy: -84340.9728 eV
* lowest unoccupied orbital energy: -0.1186 hartree
* Kohn-Sham gap: 7.76 eV

=====

No. 3
# C32H59AsFN2O12P2

A structure of composition C32H59AsFN2O12P2 in a non-equilibrium geometry (ωB97M-V/def2-TZVPD, OMol25).

Cartesian coordinates (Å):
1 C 2.6896 -4.3089 3.7639
2 C 2.5441 -3.3076 5.0614
3 O 1.5791 -2.2110 4.8881
4 C 2.2436 -0.9418 4.5532
5 C 2.5784 -0.9273 2.9100
6 O 2.6204 0.4830 2.5382
7 As 3.1881 0.7572 0.7740
8 F 3.1135 -1.0755 0.3764
9 C 3.6314 1.0863 -1.1971
10 C 3.5606 -0.2383 -2.1571
11 N 4.8288 -1.1180 -2.0912
12 C 3.1460 2.7449 1.1939
13 C 4.0649 3.6987 0.2412
14 O 3.3233 4.3139 -0.9094
15 C 5.0917 0.5034 1.2943
16 C 5.7753 1.4751 2.3891
17 C 5.4145 1.1397 3.9795
18 C 4.6491 2.3910 4.7525
19 C 5.0162 4.0017 4.4925
20 C 4.2619 5.2576 5.2277
21 C 3.0390 5.0024 6.3180
22 C 2.6720 3.4378 6.6483
23 C 3.4512 2.1623 5.8980
24 C 1.2170 0.9517 0.3023
25 C 0.4158 -0.4391 0.0266
26 C -1.1011 0.0147 -0.5185
27 O -1.3707 0.3649 -1.7781
28 N -2.2164 0.0119 0.5488
29 C -2.5508 -1.4712 0.6971
30 C -2.4224 -2.3272 2.1014
31 C -2.7843 -3.9587 2.0455
32 C -3.2559 -4.7059 0.6262
33 C -3.4061 -3.8348 -0.7846
34 C -3.0332 -2.2388 -0.6946
35 H 2.4468 -5.4376 4.0397
36 H 1.9788 -4.0157 2.8742
37 H 3.8384 -4.3039 3.4482
38 H 3.6191 -2.9764 5.3920
39 H 2.1245 -3.9813 5.9480
40 H 3.2083 -0.8406 5.2102
41 H 1.4752 -0.0706 4.8119
42 H 1.7151 -1.5639 2.4455
43 H 3.6225 -1.4952 2.8400
44 H 4.7332 1.5195 -1.3536
45 H 2.8732 1.8723 -1.6803
46 H 2.5704 -0.8569 -2.0992
47 H 3.5861 0.1860 -3.2753
48 H 4.4183 -2.0988 -2.0790
49 H 5.2958 -1.0785 -3.0472
50 H 3.4455 2.9995 2.3190
51 H 2.0304 3.1597 1.0925
52 H 4.3575 4.6406 0.9170
53 H 5.1026 3.2395 -0.0829
54 H 4.0424 4.8588 -1.3662
55 H 5.7604 0.5577 0.3061
56 H 5.2370 -0.6188 1.6762
57 H 6.9483 1.2386 2.3227
58 H 5.7225 2.6321 2.1838
59 H 4.8566 0.1051 4.1149
60 H 6.4381 1.0043 4.5811
61 H 5.8681 4.2488 3.7292
62 H 4.5998 6.3478 4.9713
63 H 2.5213 5.9507 6.7776
64 H 1.7951 3.2594 7.4374
65 H 3.0964 1.0999 6.2349
66 H 0.6997 1.4476 1.2575
67 H 0.9998 1.6774 -0.5881
68 H 0.2018 -1.1067 0.9625
69 H 0.8463 -1.1311 -0.8086
70 H -3.0386 0.5661 0.2241
71 H -2.0664 -1.8295 3.1012
72 H -2.7102 -4.6648 3.0024
73 H -3.5189 -5.8600 0.5691
74 H -3.7565 -4.3044 -1.8029
75 H -3.1176 -1.5945 -1.6944
76 C -2.5813 -0.5281 -9.3266
77 O -2.5345 0.5030 -8.3502
78 P -1.1839 0.5593 -7.2706
79 O -0.2195 0.1497 -8.3887
80 O -1.7688 -0.7904 -6.5168
81 C -3.0393 -0.6668 -5.8939
82 O 0.1666 0.6156 -6.1909
83 C -0.0673 0.4390 -4.8094
84 H -3.6127 -0.6157 -9.6789
85 H -1.9479 -0.2686 -10.1779
86 H -2.2786 -1.4912 -8.9059
87 H -3.7780 -1.2110 -6.4834
88 H -3.3454 0.3809 -5.8046
89 H -2.9893 -1.1047 -4.8949
90 H -0.1671 -0.6262 -4.5787
91 H -0.9613 0.9832 -4.4971
92 H 0.7934 0.8269 -4.2588
93 C -9.4579 -2.4807 -2.1309
94 O -9.2441 -1.1229 -2.4905
95 P -7.6672 -0.4469 -2.2688
96 O -6.9992 -1.7519 -2.7144
97 O -7.9166 -0.4780 -0.6351
98 C -8.9846 0.3185 -0.1428
99 O -6.0903 0.2293 -2.0470
100 C -5.9372 1.2976 -1.1362
101 H -10.5344 -2.6370 -2.0190
102 H -9.0948 -3.1406 -2.9220
103 H -8.9746 -2.7235 -1.1803
104 H -9.8032 -0.3345 0.1619
105 H -9.3444 1.0242 -0.8990
106 H -8.6369 0.8814 0.7259
107 H -5.8820 0.9135 -0.1128
108 H -6.7607 2.0085 -1.2337
109 H -4.9983 1.8113 -1.3576

* net charge: -1
* total energy: -143795.1830 eV
* lowest unoccupied orbital energy: -0.0633 hartree
* Kohn-Sham gap: 3.07 eV

=====

No. 4
# C32H59AsHfN6O

A structure of composition C32H59AsHfN6O in a non-equilibrium geometry (ωB97M-V/def2-TZVPD, OMol25).

Cartesian coordinates (Å):
1 Hf -0.4956 0.3890 -0.0258
2 C 1.9606 -1.5812 3.6251
3 C 1.2118 -2.0086 2.3815
4 C 0.4313 -3.2506 2.7282
5 C 2.3018 -2.1577 1.2475
6 C 3.0861 -3.3041 1.2658
7 C 4.0862 -3.5375 0.3306
8 C 4.2662 -2.5895 -0.7053
9 C 3.5812 -1.3586 -0.6587
10 C 4.0012 -0.1398 -1.5126
11 C 4.9998 0.7586 -0.7921
12 C 4.5794 -0.5052 -2.9085
13 C 2.5698 -1.1498 0.3242
14 N 1.6543 -0.0280 0.1735
15 C 2.0453 1.2136 0.5110
16 C 1.4165 2.3173 0.0259
17 C 1.6196 3.7761 0.1555
18 C 0.6273 4.4372 -0.5673
19 C -0.1929 3.4375 -1.2043
20 N 0.2532 2.1731 -0.8449
21 C -1.4336 3.6316 -2.0482
22 C -2.5781 3.8971 -0.9213
23 C -1.7360 2.4558 -2.8934
24 C -1.2384 4.9773 -2.7836
25 H 1.1933 -1.4490 4.3864
26 H 2.3584 -0.5645 3.5893
27 H 2.7772 -2.2089 4.0020
28 H 0.5997 -1.1487 2.0754
29 H 1.0811 -4.0922 3.0879
30 H -0.0611 -3.7460 1.9138
31 H -0.2746 -2.9524 3.5376
32 H 2.8531 -4.1231 1.9507
33 H 4.7077 -4.4505 0.2172
34 H 5.0579 -2.7732 -1.4361
35 H 3.1241 0.4782 -1.6290
36 H 5.9996 0.2954 -0.6824
37 H 4.7266 0.8500 0.2888
38 H 4.9862 1.7017 -1.3615
39 H 5.4888 -1.1521 -2.9114
40 H 4.6466 0.4593 -3.4126
41 H 3.7940 -1.0189 -3.4661
42 H 2.8317 1.3898 1.1702
43 H 2.3164 4.4077 0.7227
44 H 0.4637 5.4843 -0.4693
45 H -2.6997 3.0987 -0.2620
46 H -3.5118 3.9314 -1.4379
47 H -2.3264 4.8281 -0.4871
48 H -1.8027 1.5492 -2.3057
49 H -0.9508 2.2618 -3.6647
50 H -2.6797 2.5554 -3.3450
51 H -1.0942 5.7276 -2.0529
52 H -2.1027 5.2774 -3.3827
53 H -0.4153 4.9786 -3.4983
54 C -2.6755 2.7714 3.3109
55 As -1.2113 1.6301 3.3891
56 C -1.7476 0.1739 4.4911
57 C 0.4893 2.4159 3.8672
58 O -0.9790 1.1452 1.7153
59 H -2.7676 3.1898 4.3086
60 H -3.5611 2.1597 3.1407
61 H -2.6130 3.5547 2.5634
62 H -2.1024 0.6716 5.3555
63 H -0.8877 -0.3966 4.6888
64 H -2.6116 -0.4084 4.0331
65 H 0.3229 3.0634 4.7045
66 H 0.8845 2.8760 2.9610
67 H 1.0861 1.5906 4.1075
68 C -2.3265 -1.6352 0.7518
69 C -3.5599 -2.5320 0.9001
70 N -4.6370 -1.8749 0.2231
71 C -4.5745 -1.8880 -1.1923
72 C -3.1182 -1.1750 -1.5200
73 N -2.5979 -0.5292 -0.2394
74 C -3.8031 0.3627 0.2346
75 C -4.9031 -0.5513 0.7203
76 H -1.4190 -2.2066 0.4307
77 H -2.0337 -1.2781 1.7537
78 H -3.7794 -2.7586 1.9861
79 H -3.2808 -3.5271 0.4889
80 H -5.4668 -1.3545 -1.6902
81 H -4.6536 -2.9284 -1.5195
82 H -3.2769 -0.3951 -2.2174
83 H -2.4212 -1.9908 -1.8956
84 H -4.1130 0.9881 -0.5501
85 H -3.4056 1.0230 1.0691
86 H -5.8528 -0.2126 0.3003
87 H -4.9294 -0.5209 1.8016
88 N 2.2946 -3.1713 -3.5370
89 C 0.9014 -2.6614 -3.6791
90 C 0.5280 -1.4852 -2.8027
91 N 0.1683 -1.6576 -1.3822
92 H 2.5656 -3.8208 -4.2755
93 H 2.4496 -3.7805 -2.7243
94 H 2.9938 -2.4701 -3.4295
95 H 0.2638 -3.4854 -3.6374
96 H 0.8076 -2.4043 -4.7464
97 H -0.3286 -1.0072 -3.2789
98 H 1.3309 -0.6675 -2.8750
99 H 0.9888 -1.8997 -0.7333
100 H -0.5414 -2.3901 -1.4114

* net charge: +4
* total energy: -107237.7960 eV
* lowest unoccupied orbital energy: -0.4274 hartree
* ΔE to the lowest compared entry with this formula, charge and spin: 0.2365 eV
* Kohn-Sham gap: 6.74 eV

=====

- Which of these has the highest lowest unoccupied orbital energy?
  C32H58BI3NO9P2

=====

- Look up the lowest unoccupied orbital energy of the third one.
  -0.0633 hartree